Density functional theory data (ωB97M-V/def2-TZVPD) for a 2-piece molecular cluster, C9H19N2O overall in a non-equilibrium geometry.

Calculated values
* HOMO energy: -0.05955 Eh
* E: -14663.939 eV
* energy above the lowest of the compared OMol25 structures with the same formula, charge and spin: 74.06 kJ/mol
* charge: -1
* Kohn-Sham gap: 5.1 eV
* LUMO: 3.43 eV

Last column: Mulliken charge in e.
Cartesian coordinates (Å):
1 C 2.504 2.056 -0.845  -0.3408
2 C -1.499 -1.400 -2.249  -1.3339
3 C -0.928 1.464 1.072  -1.2968
4 C -1.662 -0.780 1.782  -1.4378
5 C 0.322 0.308 2.867  -1.5748
6 C 1.528 -1.020 -1.658  -1.3708
7 C -0.877 -0.136 -1.699  -0.5751
8 C -0.428 0.122 1.558  1.2346
9 C 0.430 -0.341 -0.877  0.2650
10 N 1.304 2.110 -1.093  -0.7103
11 N 0.397 -0.530 0.425  0.9994
12 O 1.374 -1.225 0.970  -0.8872
13 H 3.119 3.075 -0.875  0.2103
14 H 3.126 1.088 -0.649  0.0901
15 H -0.792 -1.978 -2.875  0.3222
16 H -2.199 -1.119 -2.970  0.5018
17 H -2.025 -2.169 -1.556  0.1990
18 H -0.217 1.634 0.262  0.2206
19 H -1.918 1.268 0.740  0.3333
20 H -0.748 2.167 1.915  0.4183
21 H -1.402 -1.796 1.950  0.3763
22 H -2.131 -0.811 0.769  0.2948
23 H -2.368 -0.183 2.455  0.3568
24 H -0.366 0.756 3.620  0.3839
25 H 0.727 -0.723 3.242  0.2557
26 H 1.292 0.779 2.929  0.4284
27 H 2.414 -0.618 -1.181  0.3039
28 H 1.586 -0.729 -2.726  0.3119
29 H 1.755 -2.095 -1.503  0.3241
30 H -1.635 0.374 -1.191  0.3047
31 H -0.684 0.453 -2.610  0.3922

Cartesian forces (eV/Å) of the 3 atoms listed first:
1.378 0.889 -0.205
0.610 -2.696 0.853
1.902 -0.201 0.645